[1]
# C39H87N9O12

A cluster of 12 separate species, C39H87N9O12 in total in a non-equilibrium geometry (the ωB97M-V functional and the def2-TZVPD basis, the OMol25 dataset).

```
! RIJCOSX wB97M-V def2-TZVPD def2/J DEFGRID3
* xyz 0 1
C -0.99244 -2.17083 -5.00195
N 0.29823 -2.22212 -4.35479
C 1.11962 -1.16883 -4.29277
C 2.40491 -1.34017 -3.50957
O 0.84576 -0.07937 -4.80074
H -1.77705 -1.76072 -4.36207
H -1.28094 -3.16321 -5.33807
H -0.92706 -1.51663 -5.87089
H 0.59324 -3.06730 -3.87752
H 2.64828 -2.40207 -3.44121
H 2.23028 -0.90082 -2.52863
H 3.26361 -0.91328 -4.01962
C -1.92230 -4.41917 -2.41221
N -0.87888 -4.88042 -1.51986
C 0.38714 -5.12453 -1.86756
C 1.22910 -5.75847 -0.79587
O 0.88664 -4.78352 -2.94491
H -2.01252 -3.32924 -2.39858
H -2.85801 -4.88534 -2.11465
H -1.65761 -4.67774 -3.43569
H -1.13262 -5.07837 -0.55724
H 0.77356 -5.75157 0.19232
H 2.15835 -5.18583 -0.72836
H 1.53940 -6.75799 -1.09978
C 2.12612 2.95680 -5.57072
N 1.24977 2.66794 -4.43481
C 0.69926 3.55637 -3.59473
C 0.94053 5.03106 -3.81053
O 0.04865 3.13278 -2.63597
H 3.02432 3.48763 -5.25276
H 1.54799 3.56996 -6.27041
H 2.41218 2.08250 -6.14734
H 1.10918 1.66802 -4.32840
H 0.95318 5.26299 -4.87764
H 1.92490 5.34072 -3.45306
H 0.18054 5.60541 -3.29173
C 3.11660 3.11920 -1.41299
N 4.27145 3.38400 -0.55697
C 5.06390 4.45754 -0.67133
C 4.88628 5.37530 -1.85133
O 5.95429 4.68259 0.15373
H 2.69344 2.15967 -1.12945
H 3.39375 3.09323 -2.46701
H 2.33071 3.86067 -1.25941
H 4.39006 2.74273 0.21562
H 5.64223 6.15117 -1.82917
H 3.89236 5.83363 -1.85084
H 4.93330 4.83622 -2.80148
C -3.59698 -2.87423 0.78745
N -3.59461 -3.79235 1.93045
C -2.62534 -4.71842 2.03393
C -2.67012 -5.59772 3.25473
O -1.75942 -4.89035 1.17985
H -3.20309 -3.30695 -0.12546
H -2.97658 -2.01131 1.03326
H -4.62801 -2.57596 0.60904
H -4.31113 -3.67343 2.62149
H -3.69743 -5.93422 3.40922
H -2.40660 -4.96452 4.10891
H -2.00010 -6.44809 3.24377
C -3.45098 3.73792 4.97660
N -2.39824 2.81941 4.62976
C -1.29036 3.15444 3.93716
C -0.43368 1.99712 3.48685
O -0.94825 4.31770 3.76725
H -3.92721 4.22803 4.12540
H -3.13384 4.51491 5.66923
H -4.24431 3.16677 5.46049
H -2.55948 1.82483 4.69134
H -0.22871 1.26606 4.26545
H 0.48869 2.42278 3.09439
H -0.90605 1.45320 2.66329
C 2.61890 -0.10563 3.36183
N 3.23495 1.13023 3.79533
C 3.94710 1.87046 2.93053
C 4.58129 3.15342 3.43240
O 4.18095 1.55607 1.77192
H 1.54726 -0.10458 3.57175
H 3.06773 -0.96391 3.86743
H 2.73571 -0.23858 2.28992
H 2.95003 1.53824 4.66629
H 4.41876 3.87144 2.62399
H 5.66537 3.08006 3.48479
H 4.16753 3.60156 4.33585
C -2.05978 -1.78905 7.40082
N -1.55382 -2.15499 6.08181
C -1.63854 -1.35420 5.00160
C -1.09082 -1.96063 3.72480
O -2.12419 -0.23536 4.99841
H -2.51390 -0.80479 7.34625
H -1.22112 -1.81533 8.09588
H -2.81630 -2.49356 7.74681
H -1.09681 -3.04517 6.00804
H -1.33281 -3.02753 3.70949
H -0.00015 -2.00821 3.81482
H -1.39980 -1.50505 2.79313
C -1.86900 2.26008 -5.66279
N -2.38295 2.04154 -4.33815
C -3.61777 1.60464 -4.00612
C -3.82663 1.45435 -2.50983
O -4.50350 1.37859 -4.81905
H -2.64178 2.31793 -6.42605
H -1.14794 1.49688 -5.96247
H -1.36312 3.22804 -5.70296
H -1.69574 2.01421 -3.59483
H -3.27651 0.60216 -2.10536
H -4.89297 1.33254 -2.32280
H -3.53528 2.31891 -1.90915
C 0.45851 0.43575 -0.35437
C 0.61914 -0.92056 0.34052
C -0.07564 -1.89156 -0.58413
O -1.21392 -1.11909 -0.99602
C -0.70544 0.18111 -1.31786
H 1.36128 0.56861 -0.95820
H 0.35270 1.30540 0.28801
H 0.16882 -0.89868 1.33630
H 1.66086 -1.16796 0.56963
H -0.38287 -2.80901 -0.08277
H 0.49191 -2.23779 -1.45672
H -1.50950 0.90808 -1.20197
H -0.40419 0.21638 -2.36873
C -3.96573 1.18708 1.08017
C -4.42757 2.60309 1.31169
C -5.79139 2.39815 1.98961
O -5.78262 1.05886 2.49054
C -4.51817 0.42649 2.28739
H -2.87627 1.12204 1.04670
H -4.50440 0.89986 0.17393
H -4.42744 3.22248 0.41542
H -3.77729 3.14630 2.00617
H -6.61391 2.46739 1.27779
H -5.91347 3.11989 2.79620
H -4.59287 -0.65379 2.17706
H -3.83026 0.55595 3.13439
C 4.31071 -1.41125 0.06734
C 4.10637 -2.92898 0.08437
C 4.39280 -3.34398 -1.38503
O 5.07238 -2.22809 -1.96239
C 5.39339 -1.25373 -0.99861
H 4.68477 -1.04806 1.02735
H 3.39294 -0.87071 -0.15581
H 3.09774 -3.25151 0.36154
H 4.71924 -3.42771 0.83752
H 3.45963 -3.64808 -1.86314
H 5.09360 -4.17321 -1.51438
H 5.32552 -0.24537 -1.41574
H 6.41436 -1.37474 -0.62292
*
```

Output
SMILES string: CNC(C)=O.CNC(C)=O.CNC(C)=O.CNC(C)=O.CNC(C)=O.CNC(C)=O.CNC(C)=O.CNC(C)=O.CNC(C)=O.C1CCOC1.C1CCOC1.C1CCOC1
ΔE to the lowest compared entry with this formula, charge and spin (eV): 0.000
E_LUMO (eV): -0.175
Kohn-Sham gap (eV): 8.7


[2]
# C16H16N2O3S

The molecule C16H16N2O3S in a non-equilibrium geometry (the ωB97M-V functional and the def2-TZVPD basis, the OMol25 dataset).

```
! RIJCOSX wB97M-V def2-TZVPD def2/J DEFGRID3
* xyz 0 1
C -0.86484 2.49648 -0.68128
N 0.05225 1.55580 0.01386
N -0.50506 0.54479 0.86799
C -0.30389 0.64824 2.29906
C -0.20906 -0.67416 2.96237
C 0.63740 -0.87693 4.10644
C 0.63296 -2.05513 4.82084
C -0.24587 -3.06738 4.37692
C -1.07862 -2.89763 3.28462
C -1.02498 -1.70343 2.55090
C -1.85826 -1.56168 1.27900
C -1.39218 -0.41116 0.39732
O -1.76159 -0.45870 -0.78321
S 1.51955 1.17827 -0.85778
O 2.40188 2.34493 -0.61630
O 2.15042 -0.02769 -0.30962
C 1.13957 0.99885 -2.64223
C 1.66862 1.91471 -3.57969
C 1.34944 1.72397 -4.95517
C 0.66812 0.58835 -5.34831
C 0.24511 -0.37086 -4.44227
C 0.47219 -0.17600 -3.08333
H -1.34908 2.02988 -1.55828
H -0.32736 3.38539 -0.97872
H -1.66429 2.79622 -0.03682
H -1.11254 1.21911 2.68272
H 0.61999 1.22223 2.51262
H 1.25693 -0.05510 4.43242
H 1.35346 -2.20669 5.63901
H -0.21776 -4.00075 4.92180
H -1.79252 -3.67402 2.97757
H -2.89588 -1.33232 1.52015
H -1.81683 -2.52192 0.78746
H 2.20981 2.76876 -3.27194
H 1.72515 2.43090 -5.68681
H 0.50291 0.40691 -6.38972
H -0.31740 -1.25035 -4.78018
H 0.13225 -0.93190 -2.43139
*
```

Output
SMILES string: CN(N1Cc2ccccc2CC1=O)S(=O)(=O)c1ccccc1
ΔE to the lowest compared entry with this formula, charge and spin (eV): 3.786
E_LUMO (eV): 0.505
Kohn-Sham gap (eV): 9.8


[3]
# C3H5NOSe

A cluster of 2 separate species, C3H5NOSe in total in a non-equilibrium geometry (the ωB97M-V functional and the def2-TZVPD basis, the OMol25 dataset).

```
! RIJCOSX wB97M-V def2-TZVPD def2/J DEFGRID3
* xyz 0 1
C -2.00568 1.32635 0.61917
N -1.40120 0.29332 0.18077
C -0.79094 -0.84975 0.54098
O 0.20832 -1.10020 1.18700
H -2.56481 2.00049 -0.16032
H -2.15763 1.55312 1.60396
H -1.41872 -1.61167 0.16941
C 2.55942 -0.53619 -1.15644
Se 2.14033 0.34706 0.34939
H 3.36220 -1.30113 -1.27226
H 2.06872 -0.12140 -2.06165
*
```

Output
SMILES string: C=NC=O.C=[Se]
ΔE to the lowest compared entry with this formula, charge and spin (eV): 2.960
E_LUMO (eV): -0.068
Kohn-Sham gap (eV): 8.0


[4]
# C2H8N3

A cluster of 2 separate species, C2H8N3 in total in a non-equilibrium geometry (the ωB97M-V functional and the def2-TZVPD basis, the OMol25 dataset).

```
! RIJCOSX wB97M-V def2-TZVPD def2/J DEFGRID3
* xyz 1 1
C -0.55504 1.89833 -1.23915
N 0.31082 1.55541 -0.39386
H -1.34940 1.21947 -1.54297
H -0.66284 2.92443 -1.59500
H 0.98546 2.21610 -0.01702
H 1.18706 -0.44623 -0.40763
N -0.85258 -0.81245 0.99114
C 0.11238 -1.66587 0.78816
N 1.14735 -1.33341 0.06940
H -0.77933 0.16293 0.68738
H -1.53017 -1.05377 1.67546
H 0.10035 -2.68643 1.13532
H 1.88593 -1.97851 -0.15123
*
```

Output
ΔE to the lowest compared entry with this formula, charge and spin (eV): 1.120
E_LUMO (eV): -3.320
Kohn-Sham gap (eV): 11.3


[5]
# C12H19F5IN4O2TeV

A structure of composition C12H19F5IN4O2TeV in a non-equilibrium geometry (the ωB97M-V functional and the def2-TZVPD basis, the OMol25 dataset).

```
! RIJCOSX wB97M-V def2-TZVPD def2/J DEFGRID3
* xyz -2 3
C 1.93429 0.08993 -3.32282
I -2.20096 0.00562 -2.56289
H 1.33351 -0.18592 -4.13131
H 2.49679 -0.78824 -2.99070
H 2.22948 1.13403 -3.44551
C -1.28096 4.10707 0.78561
C -2.51893 3.70074 0.25930
N -2.30614 2.41369 -0.23629
C -1.01874 2.01244 -0.14518
N -0.41166 3.03861 0.52951
H -1.00410 4.98675 1.28769
H -3.43327 4.20241 0.23771
C 1.97352 -3.66943 0.45788
C 0.83993 -1.90925 -0.47140
N 1.86700 -2.29729 0.34971
H 0.70650 -5.22174 -0.46934
N 0.29497 -3.09522 -0.86603
H 2.66884 -4.16383 1.11031
V -0.36822 -0.04025 -0.56939
C 1.54719 0.55842 -1.91405
O 2.37490 1.10439 -1.04344
C 0.97402 -4.18906 -0.32865
C -0.84877 -3.30553 -1.72248
H -1.77675 -3.20346 -1.14052
H -0.80409 -4.31656 -2.16528
H -0.85102 -2.55623 -2.50670
C 2.74294 -1.42820 1.10808
H 3.68665 -1.99594 1.28027
H 2.28945 -1.18399 2.10384
H 2.97944 -0.47803 0.56933
C 0.93668 3.07662 1.07911
H 1.13280 4.09531 1.42556
H 1.67686 2.79735 0.31448
H 1.03040 2.38044 1.92557
C -3.47439 1.69282 -0.68176
H -3.33196 1.53026 -1.79278
H -4.35996 2.31706 -0.63056
H -3.56845 0.73318 -0.19280
F -1.43639 1.48735 2.88182
Te -0.76863 -0.35761 2.90046
F -1.48661 -0.67993 4.58234
F 0.70783 0.39571 3.80919
F 0.26544 -2.05411 2.87212
F -1.85085 -0.99517 0.21658
O 0.41143 0.25477 1.24340
*
```

Output
ΔE to the lowest compared entry with this formula, charge and spin (eV): 0.695
E_LUMO (spin up / spin down) (eV): 4.574 / 4.571
Kohn-Sham gap (spin up / spin down) (eV): 5.2 / 5.2


[6]
# C21H26ClFN2

The molecule C21H26ClFN2 (the ωB97M-V functional and the def2-TZVPD basis, the OMol25 dataset).

```
! RIJCOSX wB97M-V def2-TZVPD def2/J DEFGRID3
* xyz 0 1
C 5.61058 2.00834 -0.80353
N 4.50541 1.07763 -0.76333
C 4.82074 -0.09919 0.02468
C 3.69923 -1.12447 -0.08808
C 2.37168 -0.53480 0.40239
N 1.34025 -1.54996 0.28822
C 0.30780 -1.60068 1.29315
C -0.67346 -0.41471 1.37876
C -1.48532 -0.23376 0.08929
C -2.41387 -1.41029 -0.11753
C -3.54042 -1.56193 0.68299
C -4.38836 -2.64072 0.51923
C -4.09662 -3.57311 -0.45972
F -4.91904 -4.63091 -0.62570
C -2.98776 -3.44882 -1.27441
C -2.15236 -2.36045 -1.09588
C -2.29481 1.04270 0.04544
C -2.66882 1.74870 1.18106
C -3.44532 2.89107 1.08678
C -3.85926 3.33477 -0.15677
Cl -4.83193 4.75986 -0.27998
C -3.50060 2.64603 -1.30440
C -2.72385 1.50922 -1.19359
C 2.11120 0.74691 -0.40099
C 3.29279 1.70343 -0.27416
H 5.87647 2.40036 0.19196
H 5.34837 2.84711 -1.44713
H 6.48256 1.50808 -1.22255
H 5.75062 -0.52705 -0.35874
H 4.97832 0.16047 1.08930
H 3.94234 -2.01213 0.49571
H 3.58837 -1.42024 -1.13175
H 2.47121 -0.28163 1.46465
H 0.95606 -1.56778 -0.64793
H 0.80587 -1.70168 2.26248
H -0.26541 -2.51603 1.11593
H -1.34564 -0.60873 2.21590
H -0.11944 0.50202 1.58906
H -0.78322 -0.20197 -0.75162
H -3.76286 -0.82272 1.43770
H -5.26523 -2.76546 1.13458
H -2.78911 -4.19192 -2.03033
H -1.28433 -2.25645 -1.73070
H -2.35563 1.41862 2.15901
H -3.72909 3.43294 1.97543
H -3.82658 2.99737 -2.27066
H -2.44716 0.97002 -2.08803
H 1.20540 1.25228 -0.06156
H 1.98739 0.48322 -1.45392
H 3.10454 2.59869 -0.87331
H 3.39832 2.01776 0.78258
*
```

Output
SMILES string: CN1CCC(NCC[C@@H](c2ccc(F)cc2)c2ccc(Cl)cc2)CC1
ΔE to the lowest compared entry with this formula, charge and spin (eV): 0.000
E_LUMO (eV): 0.707
Kohn-Sham gap (eV): 9.3